Density functional theory data (the ωB97M-V functional and the def2-TZVPD basis) for a molecular structure, C9H36N12O9 at a distorted geometry.

Structure (ORCA input):
```
! wB97M-V def2-TZVPD RIJCOSX def2/J DEFGRID3
* xyz 0 1
C 3.32 1.13 -0.19
O 4.22 1.76 0.69
H 2.31 1.52 -0.23
H 3.71 1.18 -1.20
H 3.40 0.06 0.00
H 4.14 2.70 0.52
C 2.36 2.42 2.07
O 0.98 2.46 1.57
H 2.40 3.19 2.85
H 2.55 1.45 2.53
H 2.96 2.82 1.26
H 0.90 3.15 0.91
C 2.66 -2.24 -0.54
O 2.22 -1.01 -0.03
H 2.40 -3.14 0.01
H 2.19 -2.43 -1.51
H 3.75 -2.33 -0.62
H 2.22 -0.37 -0.75
C -1.76 3.51 0.03
O -2.53 4.46 0.00
N -1.20 3.12 1.10
N -1.46 2.79 -1.02
H -0.53 2.37 1.01
H -1.37 3.54 2.00
H -1.89 2.94 -1.92
H -0.90 1.96 -1.00
C -0.22 -1.51 -3.19
O 0.50 -2.06 -3.96
N -0.23 -0.29 -2.73
N -1.27 -2.12 -2.74
H -1.04 0.05 -2.23
H 0.51 0.36 -2.97
H -1.93 -1.61 -2.17
H -1.46 -3.04 -3.12
C -0.31 -3.83 -0.71
O -1.29 -3.39 -0.14
N 0.55 -3.16 -1.37
N 0.07 -5.09 -0.79
H 0.40 -2.18 -1.60
H 1.27 -3.71 -1.81
H 0.98 -5.35 -1.16
H -0.62 -5.73 -0.42
C -0.07 0.46 0.34
O -0.88 1.35 0.39
N -0.29 -0.67 -0.28
N 1.10 0.52 0.87
H -1.16 -0.74 -0.80
H 0.47 -1.30 -0.53
H 1.32 1.38 1.34
H 1.82 -0.19 0.81
C -0.73 0.45 3.42
O 0.36 -0.15 3.65
N -1.91 0.12 3.88
N -0.84 1.42 2.53
H -2.00 -0.75 4.38
H -2.59 0.86 4.00
H -1.80 1.63 2.28
H -0.06 1.72 1.98
C -2.87 -0.22 -0.98
O -2.13 -0.65 -1.90
N -4.09 -0.63 -0.90
N -2.57 0.56 0.03
H -4.53 -1.31 -1.50
H -4.65 -0.09 -0.26
H -1.64 0.91 0.19
H -3.26 0.98 0.64
*
```

Summary:
Electronic energy (eV): -46200.0267
LUMO (eV): -0.092
Energy above the lowest of the compared OMol25 structures with the same formula, charge and spin (kJ/mol): 3099.24

Atom charges from the Mulliken analysis, given in e for atoms 1 to 2:
1 C -0.4054
2 O -0.5978

Density functional theory data (the ωB97M-V functional and the def2-TZVPD basis) for a molecular structure, C4H7N3O2 at a distorted geometry.

Structure (ORCA input):
```
! wB97M-V def2-TZVPD RIJCOSX def2/J DEFGRID3
* xyz 0 1
C -0.23 -1.73 0.21
C -0.56 0.67 -2.42
C 0.16 0.72 -0.27
C 0.83 1.16 2.05
H -0.16 -1.35 1.40
H -1.57 -2.23 0.18
H 0.84 -2.46 -0.54
H -1.77 0.74 -2.65
H -0.12 0.82 -3.49
H 1.25 2.61 2.89
H 1.23 -0.27 3.35
N -0.51 -0.42 -0.45
N 0.35 1.43 0.78
N 0.57 -0.56 2.17
O -0.27 -0.71 -1.91
O -0.06 1.60 -1.31
*
```

Summary:
Electronic energy (eV): -12810.2181
LUMO (eV): -1.037
Energy above the lowest of the compared OMol25 structures with the same formula, charge and spin (kJ/mol): 1670.33

Atom charges from the Mulliken analysis, given in e for atoms 1 to 2:
1 C -0.6367
2 C -0.0741